Molecular formula: C24H22N5O4Os
Method: DFT, ωB97M-V/def2-TZVPD

```
56
Properties=species:S:1:pos:R:3:forces:R:3:nbo_charge:R:1
N -1.7103 -1.0202 1.0209 -0.1 -0.1 0.1 -0.52
C -0.1458 0.2742 5.3259 0.0 0.0 0.0 -0.10
C -1.1676 -0.4028 3.2879 0.0 0.0 0.1 0.10
C -2.8848 -2.9420 -1.9540 0.0 0.1 0.0 -0.15
C -0.8002 -3.0514 -0.7497 0.0 -0.1 0.0 -0.26
N -0.1813 0.1962 2.6198 0.0 0.1 0.0 -0.38
O -1.1417 1.7894 0.4351 -0.1 -0.2 -0.3 -0.50
C -2.3436 -3.7375 -2.9555 0.0 0.0 0.0 -0.18
C -0.2577 -3.8350 -1.7617 0.0 0.0 0.0 -0.19
H -3.9075 -2.5922 -2.0413 0.0 0.0 0.0 0.23
H 0.5361 0.5939 -1.9726 0.1 -0.1 0.0 0.43
C -1.5939 2.2199 -0.8919 0.1 0.0 0.4 0.85
H 3.9989 0.8723 -2.3231 0.0 0.0 0.0 0.24
C -2.0287 -1.1060 2.3131 0.0 0.0 -0.2 0.69
Os -0.2462 0.2175 0.5909 -0.3 0.8 0.0 1.44
H 3.8617 2.7846 1.0246 0.0 0.0 0.0 0.25
C 3.2628 1.6670 -2.2764 -0.2 -0.1 0.1 -0.24
C 0.8755 0.7330 3.2274 0.0 0.0 0.1 0.11
C 2.5370 1.8889 -1.1071 0.0 0.0 0.0 -0.03
H -0.6142 -4.8038 -3.6416 0.0 0.0 0.0 0.26
C 1.5985 2.9248 -1.0527 0.2 0.0 0.0 -0.29
H 0.7569 -4.2007 -1.6758 0.0 0.0 0.0 0.24
N -0.3493 0.3028 -1.5450 -0.1 0.0 0.0 -0.60
C 1.8954 1.0542 2.2013 0.0 0.0 0.0 0.68
H -0.1419 0.3225 6.4075 0.0 0.0 0.0 0.29
H 1.0828 3.1650 -0.1280 0.0 0.0 0.0 0.21
C -3.5102 -2.4889 1.3455 0.1 0.0 0.1 -0.08
H 1.7789 1.2452 5.1187 0.0 0.0 0.0 0.29
O -2.1621 3.2396 -0.9755 0.0 0.0 0.0 -0.42
H 1.9374 4.1147 -4.2060 0.0 0.0 0.0 0.26
H -1.4479 1.5491 -2.8054 0.0 0.0 0.0 0.45
H -4.5847 -2.3424 1.3303 0.0 0.0 0.0 0.26
N 1.6150 0.7858 0.9256 0.3 -0.4 0.0 -0.53
C -2.1160 -2.5967 -0.8469 0.0 0.0 0.0 -0.12
C -1.0306 -4.1796 -2.8627 0.0 0.0 0.0 -0.17
C 3.7674 1.7088 1.1507 -0.1 0.0 0.0 -0.08
O -3.0231 -1.8361 2.6091 0.0 0.0 0.0 -0.34
H 0.6639 4.5299 -2.1217 0.0 0.0 0.0 0.25
C 1.3762 3.7158 -2.1709 0.0 0.0 -0.1 -0.20
H -2.9497 -4.0111 -3.8086 0.0 0.0 0.0 0.26
H -3.2509 -3.5406 1.4426 0.0 0.0 0.0 0.25
O 3.0487 1.5191 2.4540 -0.1 0.0 0.0 -0.35
H 3.6161 2.3009 -4.2916 0.0 0.0 0.0 0.26
N -1.3428 1.2693 -1.8368 0.0 0.0 -0.1 -0.49
H -0.2012 -2.8637 0.1390 0.0 0.0 0.0 0.20
C -1.1969 -0.3747 4.6733 0.1 0.0 0.0 -0.10
C 2.8349 1.0465 0.1082 0.0 0.0 -0.1 -0.11
C 3.0438 2.4681 -3.3891 -0.1 0.1 0.0 -0.16
C 0.9278 0.8079 4.6121 0.1 0.0 -0.1 -0.10
H -1.9924 -0.8536 5.2300 0.0 0.0 0.0 0.29
H 3.2282 0.0779 -0.2053 0.1 0.0 0.0 0.24
C -2.7398 -1.7469 0.2327 0.2 -0.1 0.0 -0.11
C 2.0974 3.4858 -3.3402 0.0 0.0 0.0 -0.17
H 4.7364 1.2360 1.2680 0.0 0.0 0.0 0.26
H -3.3759 -0.9839 -0.2218 -0.1 0.0 0.0 0.24
H -0.6390 -0.5970 -1.9355 0.0 0.0 0.0 0.44
```
Forces are in eV/Å.

Output
LUMO ... -0.4399 Eh
Orbital gap ... 5.66 eV
2S+1 ... 1
DFT total energy ... -43325.39644 eV
Energy above the lowest of the compared OMol25 structures with the same formula, charge and spin ... 0.0 kcal/mol
HOMO energy ... -17.636 eV
Charge ... +3
Molecular weight ... 634.7 u


Molecular formula: C24H23BCrF4I2N3O4S3
Method: DFT, ωB97M-V/def2-TZVPD

```
65
Properties=species:S:1:pos:R:3:forces:R:3:nbo_charge:R:1
H -4.1889 2.1446 -2.0698 0.0 0.0 0.0 0.22
H 1.2786 0.6960 -2.3594 0.0 0.0 0.0 0.28
C 1.1245 -3.4269 -1.3914 0.0 -0.1 0.0 -0.13
C 5.5232 -0.8645 2.7311 0.1 -0.1 -0.1 -0.61
C -0.1447 4.1920 6.0671 0.0 0.0 0.0 -0.20
C -0.8203 5.4498 4.1087 0.0 0.0 0.0 -0.18
S 0.8039 0.6014 3.0277 0.2 0.0 -0.1 0.01
I -3.2554 1.3526 3.7338 0.0 0.0 0.0 0.17
O -1.5509 0.4936 1.1842 -0.2 0.1 0.0 -0.68
Cr 0.1645 0.8264 0.6871 -0.1 -0.5 0.1 1.10
H 6.4483 -2.1276 1.2414 0.0 0.0 0.0 0.20
C -3.5992 1.5754 1.6999 -0.1 0.1 -0.1 -0.20
H -1.2173 6.3449 3.6503 0.0 0.0 0.0 0.24
B 2.5174 2.4225 -0.9365 0.1 -0.1 0.0 1.37
I -6.6336 3.4898 -0.7148 -0.1 0.0 0.0 0.15
H -0.0309 4.1441 7.1417 0.0 0.0 0.0 0.22
C 5.3113 0.1974 0.3301 0.0 0.1 0.0 -0.62
H -1.9972 -0.3939 -1.4832 0.0 0.0 0.0 0.21
F 1.9056 1.2738 -0.0586 0.1 0.2 0.1 -0.53
F 1.4125 3.0738 -1.4431 -0.1 0.1 -0.1 -0.55
H 0.6352 2.2044 5.7283 0.0 0.0 0.0 0.24
C 0.8795 -2.2852 -2.1341 0.0 0.1 0.0 -0.24
H 0.7049 -2.0468 1.6621 0.0 0.0 0.0 0.22
H -2.2180 0.9682 -2.5791 0.0 0.0 0.0 0.20
N 0.1370 2.6397 1.6390 -0.2 -0.2 0.0 -0.81
O 0.4256 5.0818 0.9796 -0.1 0.1 0.0 -0.89
O -1.8472 4.1215 1.1184 0.0 0.0 0.0 -0.92
H 7.4112 -0.2363 -0.0324 0.0 0.0 0.0 0.22
H 7.6014 -1.3606 2.3257 0.0 0.0 0.0 0.22
C 6.7418 -0.0357 0.8046 0.0 0.0 0.0 -0.41
C 0.0728 3.2095 3.9177 0.0 -0.1 0.0 -0.04
C -2.9009 1.3042 -0.5835 -0.1 0.0 0.0 -0.12
H 7.1112 0.8547 1.3171 0.0 0.0 0.0 0.21
H 1.2404 -4.2431 0.6050 0.0 0.0 0.0 0.23
C 0.3274 0.1971 -2.1729 0.0 0.0 0.0 -0.28
H 5.0234 -0.4868 -0.4697 0.0 0.0 0.0 0.22
N -0.5225 1.0526 -1.3229 0.1 0.1 -0.1 -0.60
C -4.9443 2.4529 -0.0809 0.1 0.0 0.0 -0.16
C 0.3530 2.2066 2.8689 0.1 0.3 0.0 0.15
C -1.9414 0.6970 -1.5560 0.0 0.0 0.0 -0.22
S -0.4974 4.1856 1.5956 0.2 -0.1 -0.1 2.32
H -0.9490 6.1767 6.1177 0.0 0.0 0.0 0.22
H 5.0891 1.2164 0.0145 0.0 0.0 -0.1 0.27
S 4.1942 -0.0899 1.7443 -0.1 0.1 0.2 1.22
C 0.5832 -1.1068 -1.4666 0.0 -0.1 0.0 0.25
C -2.6673 1.1045 0.7794 0.1 0.0 0.0 0.37
O 3.9369 1.2230 2.3962 0.0 0.0 0.0 -0.98
H 0.9129 -2.2973 -3.2147 0.0 0.0 0.0 0.23
H -0.1468 0.0129 -3.1411 0.0 0.0 0.0 0.21
H -0.3449 2.0255 -1.5688 -0.1 0.0 0.0 0.43
C -0.6645 5.3462 5.4856 0.0 0.0 0.0 -0.17
F 3.1997 1.7117 -1.9058 0.0 0.0 0.0 -0.55
C 0.7634 -2.1610 0.5880 0.0 -0.1 -0.1 0.10
H 1.3560 -4.3593 -1.8893 0.0 0.0 0.0 0.23
C -0.4414 4.3602 3.3532 -0.1 0.1 0.1 -0.31
F 3.3031 3.1563 -0.1257 0.0 0.0 0.0 -0.51
C -4.0285 1.9849 -1.0111 0.0 0.0 0.0 -0.21
C 0.2305 3.1064 5.2886 0.0 0.0 0.0 -0.17
C -4.7355 2.2452 1.2726 0.0 0.0 0.0 -0.25
C 1.0618 -3.3713 -0.0069 0.0 0.1 0.0 -0.25
N 0.5304 -1.0615 -0.1312 0.0 0.2 0.0 -0.46
C 6.6677 -1.2037 1.7843 0.0 0.0 0.0 -0.41
H 5.1277 -1.7126 3.2870 0.0 0.0 0.0 0.23
H 5.7907 -0.0673 3.4268 0.0 0.0 0.0 0.24
H -5.4432 2.6184 1.9993 0.0 0.0 0.0 0.24
```
Forces are in eV/Å.

Output
LUMO (alpha / beta) ... -0.0364 / -0.0236 Eh
Orbital gap (alpha / beta) ... 7.16 / 7.54 eV
2S+1 ... 2
DFT total energy ... -126603.66170 eV
HOMO energy (alpha / beta) ... -8.150 / -8.186 eV
Charge ... 0
Molecular weight ... 906.3 u


Molecular formula: C24H23BaOTe
Method: DFT, ωB97M-V/def2-TZVPD

```
50
Properties=species:S:1:pos:R:3:forces:R:3:mulliken_charge:R:1
H -1.7579 2.1671 -0.0740 0.6 -0.3 0.3 0.36
C 1.2334 -0.2271 -7.2520 -0.9 -0.1 -0.1 -0.38
H 0.8283 -2.8968 -1.3359 0.1 0.2 0.8 0.23
O -0.7608 -0.6601 -2.8245 -0.5 -0.4 0.4 -0.17
H -1.7353 2.1114 6.1547 0.3 0.3 0.1 0.34
H -1.4054 -1.5537 2.1619 0.3 -0.1 -0.3 0.16
H 3.1629 2.1211 7.2023 -0.2 0.0 0.1 0.31
C 0.2879 2.9923 0.2901 0.2 0.2 -0.2 -0.25
C 0.6313 -2.4312 2.0243 0.4 0.1 -0.4 -0.50
H 1.7734 -0.7274 -8.0662 0.0 0.4 0.4 0.32
C -0.6011 -1.9261 1.5253 -0.1 -0.2 0.2 -0.27
C -1.9698 -0.9578 -3.5677 2.3 0.1 -0.3 -0.39
H 2.4000 -3.2811 0.9216 -0.4 0.0 -0.1 0.38
C -0.0231 1.6928 -6.4272 -0.6 -0.2 -0.3 -0.41
C 0.1488 1.0838 5.9638 0.3 0.4 0.7 -0.23
H -0.6960 4.0571 7.4355 0.2 -0.2 0.0 0.32
H -1.5104 1.1913 2.4536 0.2 0.2 -0.1 0.19
H 0.8217 -2.1041 -6.2115 0.1 0.6 0.1 0.32
H 0.9182 -2.4959 3.0990 -0.3 0.1 -1.1 0.33
H 1.7138 3.9582 8.0665 -0.1 -0.1 -0.3 0.32
C 0.9295 1.1474 -7.3046 -0.1 -0.3 -0.3 -0.36
C 2.0918 2.1207 6.9896 -0.2 -0.3 -0.1 -0.40
H -0.0624 -2.2135 -4.0227 -0.8 0.5 -0.2 0.29
H 1.3244 1.7351 -8.1505 -0.2 -0.2 0.7 0.31
H -2.4131 0.0125 -3.7566 -0.5 -0.5 -0.6 0.22
C -0.0836 3.2110 7.1183 0.0 -0.4 -0.1 -0.37
H 2.0078 3.6340 1.6019 -0.4 0.0 -0.1 0.36
C -0.7872 1.8076 1.9228 0.0 0.4 0.2 0.00
H -0.3881 2.7219 -6.5777 0.3 -0.6 0.1 0.33
C -0.6525 0.8874 -5.4598 1.4 0.2 0.0 -0.49
C 0.6087 -2.6163 -0.2896 0.2 0.0 -0.1 0.08
C 0.3768 2.3782 2.5126 0.2 -0.2 -0.3 -0.72
C -0.6713 2.1646 6.3945 1.3 -0.4 0.0 -0.31
C 0.6665 -1.0154 -6.2444 0.3 1.0 0.9 -0.51
Ba 1.8808 0.1962 1.3233 -2.4 -0.4 0.0 1.24
C -0.1021 -0.3868 -5.2165 -0.2 -0.3 -1.8 0.71
C -0.5447 -1.2120 -4.0920 -1.6 -0.4 0.3 -0.21
C -0.8809 2.2537 0.5835 0.2 -0.2 0.1 -0.43
H -1.4908 -1.9430 -0.5659 0.6 0.3 0.6 0.25
H 0.4807 3.4847 -0.6749 0.0 -0.2 0.6 0.36
C 1.3996 -2.8382 0.8819 0.0 0.1 0.2 -1.21
Te -0.6154 -0.5492 4.9807 -0.3 -0.7 -0.5 -0.28
C -0.6343 -2.0785 0.1168 0.2 0.0 0.1 -0.25
C 1.0615 3.0939 1.4839 0.1 -0.1 0.1 -1.04
H -1.5203 1.2399 -4.8846 0.9 0.1 -0.2 0.18
H 2.1050 0.1841 5.9356 0.0 0.4 0.2 0.35
C 1.2807 3.1708 7.4470 0.0 0.0 -0.2 -0.41
H -2.6144 -1.8102 -3.4085 0.1 -0.1 0.8 0.25
H 0.6743 2.2797 3.5681 -0.2 0.0 -0.6 0.49
C 1.5375 1.0573 6.2648 -0.8 1.1 0.3 -0.45
```
Forces are in eV/Å.

Output
LUMO ... 0.0479 Eh
Orbital gap ... 4.12 eV
2S+1 ... 1
DFT total energy ... -35293.25464 eV
Energy above the lowest of the compared OMol25 structures with the same formula, charge and spin ... 3.6 kcal/mol
HOMO energy ... -2.821 eV
Charge ... -1
Molecular weight ... 592.4 u


Molecular formula: C24H23ClN2NdOP
Method: DFT, ωB97M-V/def2-TZVPD

```
53
Properties=species:S:1:pos:R:3:forces:R:3:mulliken_spin:R:1
N -0.2394 -0.8710 2.6785 0.6 -1.3 0.4 0.00
H 2.2293 -1.0922 -0.4961 0.1 0.2 -0.2 0.00
C -3.9648 -0.3531 -1.9038 -0.1 -0.1 -0.1 0.00
O 0.2813 -5.3516 4.6562 0.7 1.9 0.3 0.00
H -4.9635 -0.1623 -1.5112 0.3 0.0 -0.1 0.00
C -1.0398 -1.9775 2.6321 1.0 1.0 0.2 0.00
C 0.4265 -3.0444 4.2178 -0.8 0.3 -1.1 0.00
H 0.8177 5.2249 0.7114 -0.1 -0.2 -0.3 0.00
C -0.8015 5.2173 -0.7255 0.0 -0.1 -0.1 0.00
C 3.7998 0.3169 -3.1811 -0.2 -0.1 0.1 0.00
C 0.2337 4.6257 0.0092 0.0 0.1 0.0 0.00
C 0.7875 -4.2691 4.9667 0.1 -2.6 0.9 0.00
Cl 0.2705 2.5452 3.9142 0.1 0.1 0.0 -0.02
C 1.3550 0.3587 -1.8833 0.4 -0.5 0.0 0.00
H 1.3925 2.8258 0.3426 -0.1 0.1 -0.1 -0.01
H 1.9389 -4.9777 6.4904 -0.1 0.2 -0.2 0.00
H -1.3819 -3.9449 3.2865 0.5 -0.1 0.3 0.00
H -1.9110 -1.8706 1.9798 0.2 -0.4 0.3 0.00
C -0.7102 -3.0936 3.3666 0.0 0.2 0.2 0.00
H -0.4461 -2.0027 -0.4648 0.9 0.2 0.0 0.00
C -0.3222 2.4771 -0.9939 0.2 0.0 -0.1 0.00
C 2.7473 1.0691 -3.7172 0.1 -0.2 0.2 0.00
H 4.7836 0.3670 -3.6435 -0.2 -0.1 0.1 0.00
N 1.7414 -4.1439 5.9431 -0.7 -0.8 -0.6 0.00
H 2.0912 -1.7882 4.8997 -0.3 -0.3 -0.4 0.00
C -1.2941 3.0997 -1.7956 0.0 0.1 0.5 0.00
C -2.8617 0.2744 -1.3350 0.4 -0.5 -0.1 0.00
C -2.5199 -1.4620 -3.4970 0.1 0.1 -0.1 0.00
H -1.0273 6.2795 -0.6032 0.1 -0.4 0.0 0.00
H -3.0071 0.9368 -0.4798 0.0 0.0 -0.2 0.00
H -2.3808 -2.1379 -4.3463 -0.1 0.3 0.3 0.00
C 1.2280 -1.9106 4.2389 0.6 0.5 0.3 0.00
H -1.8707 2.5097 -2.5130 0.2 0.2 0.3 0.00
C -1.5348 4.4668 -1.6515 0.1 0.1 -0.1 0.00
C 1.5099 1.0635 -3.0841 0.3 0.0 0.2 0.00
H 1.9755 -3.2756 6.3621 0.1 0.5 0.3 0.00
H 1.4961 0.0799 3.3947 0.0 -0.3 0.2 0.00
C -3.7961 -1.2452 -2.9702 0.3 0.1 0.0 0.00
C -1.3990 -0.8208 -2.9529 -0.3 0.2 0.5 0.00
P -0.1346 0.6402 -0.9281 -0.1 0.9 -1.1 -0.01
H -4.6588 -1.7609 -3.4010 0.3 0.2 0.2 0.00
H 4.3984 -1.1385 -1.6801 -0.2 0.3 -0.2 0.00
C 0.9131 -0.8531 3.4176 -1.8 -0.3 -0.4 0.00
C 2.3794 -0.4766 -1.3868 -0.2 0.6 -0.4 0.00
C -1.5649 0.0246 -1.8358 -0.5 -0.5 -0.4 -0.01
H -0.3971 -0.9890 -3.3624 -0.5 0.0 0.1 0.00
C 0.5121 3.2637 -0.1565 -1.0 0.0 0.1 0.00
H 0.6719 1.6334 -3.4896 0.3 0.0 0.1 0.00
H -2.3017 4.9464 -2.2755 0.4 -0.2 0.4 0.00
H 2.8939 1.6711 -4.6091 0.0 -0.2 0.1 0.00
C 3.5975 -0.4962 -2.0577 0.2 0.0 0.0 0.00
Nd -0.1792 1.2303 1.8619 -0.3 1.7 -0.2 3.05
H 0.2361 -1.6384 -0.4384 -0.9 -0.9 0.1 0.00
```
Forces are in eV/Å.

Output
LUMO (alpha / beta) ... -0.2731 / -0.2677 Eh
Orbital gap (alpha / beta) ... 7.20 / 7.33 eV
2S+1 ... 4
DFT total energy ... -67362.84403 eV
Energy above the lowest of the compared OMol25 structures with the same formula, charge and spin ... 4.5 kcal/mol
HOMO energy (alpha / beta) ... -14.632 / -14.616 eV
Charge ... +2
Molecular weight ... 566.1 u


2S+1 of number 1 (C24H22N5O4Os)? 1


Which value of molecular weight does entry 1 give? 634.7 u


What is the charge in the first record? +3